No. 1
# C32H43BBrN9O2STa

A molecular structure, C32H43BBrN9O2STa in a non-equilibrium geometry (the ωB97M-V functional and the def2-TZVPD basis, the OMol25 dataset).

Properties
**HOMO-LUMO gap**: 4.6 eV
**Total charge**: +3
**LUMO energy**: -11.1629 eV
**Energy above the lowest of the compared OMol25 structures with the same formula, charge and spin**: 3.579 eV

XYZ file:
```
90
C32H43BBrN9O2STa, DFT the ωB97M-V functional and the def2-TZVPD basis
H -1.53317 3.39297 2.56704
H 1.70417 -1.52758 2.26918
N -1.36307 -2.42078 -1.56715
C 1.60953 -4.16450 0.80005
C -0.75350 1.46406 -4.26292
C 0.69715 5.78175 2.81728
C 0.03784 -1.17600 3.61514
C 0.15095 7.19864 4.68636
H -1.60257 1.50103 -4.94235
N -3.00517 -0.02770 -1.00458
H -2.48186 -5.22681 -2.78308
Br 3.81587 -0.26787 -5.29650
H -0.20088 -0.41975 4.37223
C -2.32670 -4.30092 -2.26917
H -4.40834 -1.66214 2.30330
H 1.63087 7.65720 3.20589
C -1.04450 5.14035 4.36412
H -1.56391 3.21022 -3.34042
C -1.19509 -1.29434 2.76906
C 0.79563 -2.54304 -3.56006
H 1.59338 0.23364 -3.46032
H 0.82917 -4.77034 0.33671
C 0.83000 -4.96122 -2.84356
C -1.17969 -3.50781 -2.34457
N -2.61239 -2.49524 -1.03568
S -0.60632 1.73700 0.80886
C 1.31401 -0.73468 2.90224
C -3.34694 -1.52830 2.29036
N 1.55243 3.02902 1.80055
C 2.44614 0.03953 -2.82636
N -1.78494 0.39226 -1.48165
H 5.42600 -0.49277 -0.53596
C -3.20190 -3.62238 -1.44863
C -3.37256 1.86709 -2.07880
N -0.55929 3.67678 2.51920
H -1.81064 4.44361 4.66923
H 5.75685 -0.64741 -3.00099
H 2.13738 2.57282 1.12123
C 0.22939 2.90655 1.78900
H 0.31185 8.11071 5.24035
H -4.20371 -3.87517 -1.16495
C 3.32639 -0.11577 -0.71196
O 2.71746 -2.83799 -0.88383
N -1.35477 -1.18664 1.43234
H 1.36849 -2.26380 -2.67405
H 1.50789 -2.75863 -4.35362
C -0.26638 4.86687 3.23880
H 3.14573 -0.07144 0.35525
H -4.98202 0.69540 -1.09993
C 4.59890 -0.34549 -1.21251
H 0.29395 -3.33849 3.67014
H -0.52527 -2.69423 5.08239
H -0.57851 0.41584 -4.01314
C 1.85807 -2.97021 -0.05190
H 1.48404 -5.23071 -3.66871
O 1.00054 -1.94486 0.10590
N 2.25947 0.04911 -1.50420
H -1.42040 6.50510 5.96515
H 1.24134 5.63899 1.89557
C 0.89819 6.94205 3.54498
H 1.45999 -4.70650 -1.99651
H 0.10313 1.86372 -4.79880
C -2.02382 1.55057 -2.16203
B -3.26996 -1.35181 -0.26289
C -3.95173 0.84255 -1.35505
C -2.44996 -1.52599 3.33517
H -3.86001 2.72266 -2.50099
H 2.07038 -0.51329 3.65232
C 0.21191 2.76824 -2.28155
C 3.68623 -0.20755 -3.40923
H 0.83791 3.33046 -2.97178
H 1.26093 -3.87786 1.78990
H -4.42710 -1.53577 -0.18822
Ta -0.14252 -0.68284 -0.50477
H 2.50850 -4.77306 0.87018
C 4.78647 -0.42694 -2.58172
H 1.15126 0.16935 2.31131
H 0.79542 1.93744 -1.88186
H -0.06607 3.43409 -1.46669
C -1.04717 2.30399 -3.01112
H 1.20440 -2.46286 4.89977
H 0.15568 -1.72372 -3.89008
H 1.97730 3.72035 2.40774
H -2.66664 -1.67994 4.37064
C 0.26276 -2.50146 4.36138
C -0.82503 6.29707 5.08985
H 0.23069 -5.83369 -2.59930
C -0.04741 -3.78155 -3.28113
H -0.53206 -4.08915 -4.21580
N -2.67804 -1.31012 1.15494
```


No. 2
# C32H43Cl2O2P3Pd

A molecular structure, C32H43Cl2O2P3Pd in a non-equilibrium geometry (the ωB97M-V functional and the def2-TZVPD basis, the OMol25 dataset).

Properties
**2S+1**: 5
**HOMO-LUMO gap (spin up / spin down)**: 6.2 / 6.2 eV
**Total charge**: +2
**LUMO energy (spin up / spin down)**: -5.1009 / -8.0016 eV
**Energy above the lowest of the compared OMol25 structures with the same formula, charge and spin**: 0.000 eV

XYZ file:
```
83
C32H43Cl2O2P3Pd, DFT the ωB97M-V functional and the def2-TZVPD basis
C 2.76834 1.61708 -6.17966
H -1.82713 4.43939 1.73850
H -1.05117 2.47287 2.98263
C -1.97694 -0.92121 -2.24840
C 0.66665 -1.21121 -6.24552
C -0.30411 2.46764 2.18365
H 5.49725 3.61639 -5.70388
P -3.66312 -1.64972 -2.30997
C -4.85482 -0.33610 -2.57088
H -1.69826 5.76387 -8.10418
H 1.00700 -4.33368 -0.45516
H -2.13242 -0.97823 -0.09846
C -0.98875 2.65773 0.88844
C 3.63688 2.53472 -5.55919
C -3.68936 -2.80416 -3.67368
O -0.87215 1.93602 -0.11708
H -3.10513 -3.69468 -3.40925
H 4.63579 0.89662 -8.94900
C -0.67839 -0.70648 -8.64124
H 0.62743 5.18372 -8.80593
H 2.94170 -1.45453 1.61006
H -1.97613 0.95085 -4.91682
C 0.85996 3.69480 -7.27951
H 0.61744 -3.27762 -6.82283
P 1.35513 -1.97063 -0.10716
C -0.36191 0.35351 -7.78827
C -1.52608 -0.75352 -1.00782
C 0.25477 2.98451 -6.22382
Pd 0.22611 -0.00931 -0.24494
H 2.13586 -1.68713 -2.36560
H -1.40486 2.97180 -4.82581
H 3.05647 -2.96762 -1.50454
C -0.07709 0.41946 -3.27577
H -5.78593 -0.77572 -2.94974
H 3.36258 -1.21977 -1.16330
C -1.91106 3.84502 0.82662
H -4.14464 -1.88935 0.04086
Cl -0.69025 -0.92106 1.91559
H 2.53915 0.23799 -7.84361
H -4.43236 0.37613 -3.28897
O -2.29445 0.58862 -4.05806
C -4.16396 -2.53839 -0.83709
C 0.15555 4.68839 -7.95616
C -1.70762 4.38704 -6.43539
H -5.18965 -2.89325 -0.98936
C -0.32727 -2.01457 -8.30227
H 1.65012 1.54525 -3.25463
H -1.66754 4.45645 -0.04715
H -1.08343 -1.11292 -4.23026
C -1.32976 -0.31489 -3.50562
C -0.99764 3.40142 -5.74119
H -0.63286 1.37839 -8.04545
H -2.93725 3.48671 0.71341
C 2.28024 -2.30126 1.41870
C 0.35400 -3.45134 -0.41497
C 5.20667 2.29758 -7.39086
C 4.84421 2.87922 -6.17139
H -5.05128 0.17136 -1.61757
C 0.83723 1.13937 -3.86484
H -1.20094 -0.49429 -9.57280
H 0.25252 1.53645 2.21110
H -0.58508 -2.83483 -8.97144
Cl 2.25986 1.16259 -0.01079
H -0.18077 -3.33994 -1.36490
C 0.33970 -2.26456 -7.10259
H 2.86422 -3.22098 1.30773
H -3.25745 -2.34046 -4.56838
H -3.52293 -3.40374 -0.65122
C 2.60820 -1.97133 -1.41923
H 1.19720 -1.40600 -5.31056
C -1.13942 5.01452 -7.54771
H 6.13955 2.57833 -7.87973
P 1.04114 1.46504 -5.61412
H 1.88494 3.46213 -7.57489
C 4.37270 1.35050 -7.99214
C 3.17471 0.98769 -7.37412
H 3.35420 3.00279 -4.61783
H -0.37066 -3.55528 0.39981
C 0.33763 0.10715 -6.59277
H 1.56458 -2.39404 2.23899
H -4.72651 -3.09725 -3.87241
H -2.71402 4.64736 -6.10925
H 0.37729 3.30498 2.35746
```


No. 3
# C32H44BBr33FO4

A molecular structure, C32H44BBr33FO4 in a non-equilibrium geometry (the ωB97M-V functional and the def2-TZVPD basis, the OMol25 dataset).

Properties
**HOMO-LUMO gap**: 6.2 eV
**Total charge**: -1
**LUMO energy**: 0.9868 eV
**Energy above the lowest of the compared OMol25 structures with the same formula, charge and spin**: 0.000 eV

XYZ file:
```
115
C32H44BBr33FO4, DFT the ωB97M-V functional and the def2-TZVPD basis
C -3.54319 3.27550 2.07460
C -4.23085 -0.84649 -0.15391
C -4.97366 -5.40057 1.10763
H 6.36343 -4.31266 -2.21413
H 4.83667 1.76932 -0.23084
H 8.21447 -7.31666 3.20005
H 6.47379 -8.65813 -0.76450
H -0.04724 -1.56387 -0.50241
H -0.45644 -0.17332 2.91826
H 0.01099 -0.14541 0.54548
C -2.64624 0.62582 1.95616
C -0.96192 -3.41966 1.30883
H -3.87997 4.31098 2.10362
C 1.13287 -2.43733 2.78868
Br -0.45291 1.59442 -7.35339
H -4.07960 3.05440 0.04914
C -3.62670 2.52889 0.90738
H -2.20629 4.30245 4.33062
C 2.34009 -0.41139 -1.06273
C -2.84655 3.42618 4.51950
C 5.80285 -7.81893 -0.89038
Br -3.15900 4.67739 -3.06385
H 1.58292 -1.48400 3.09414
H -2.03755 -3.37720 1.52659
B -0.14042 -2.06397 1.77110
Br 3.07349 5.79231 -11.41245
C -3.00203 2.68997 3.20081
H 8.12788 6.53418 4.93513
C 5.68635 -3.48088 -2.35369
Br 7.09617 -9.28463 2.21055
C 0.37845 -1.18640 0.44083
H -4.24287 0.39504 -2.38955
H 2.37086 -2.06314 0.34408
Br -3.02345 3.05828 -10.80247
H -5.60516 5.04238 -3.12099
C 1.92030 -1.05211 0.31416
H 3.15282 -1.01614 -1.51515
Br -0.05336 6.40089 -11.63607
H -1.80057 3.51122 -6.56987
H 2.24554 -0.44787 1.16755
Br 4.09173 -3.87554 -1.35748
C 3.96796 1.20047 0.11725
H -4.89955 -0.67291 0.69457
H -3.15970 1.81025 -2.04001
H -5.02311 -6.31812 1.67656
H -4.86294 -1.07633 -1.02405
Br -4.25011 0.95504 6.40910
H 4.22339 2.97755 3.65440
Br 5.44506 -7.65326 -2.77826
H -1.46268 -1.47893 3.56375
H -4.79279 1.64168 -1.26594
H -3.78246 3.81765 4.92897
Br 4.20671 -8.21271 0.11121
C -1.08952 -1.02649 2.62625
Br -5.30949 4.65799 -0.69400
H 3.33080 1.28704 -1.92242
H 5.48325 3.95077 2.78084
H 5.48124 2.12476 2.74605
Br 9.54796 -9.11636 4.24703
Br -8.16396 0.63423 1.65021
Br 8.24203 4.49222 3.54653
Br -6.78114 -4.98582 0.55876
Br -4.85403 7.29845 -2.43703
H -7.80824 0.18564 4.05978
O -2.25431 -0.64823 1.84094
C -3.18921 1.21790 0.80696
C 3.96764 3.03475 1.55056
C -3.00053 1.13025 -10.83070
C 0.71491 -3.10368 4.05716
H 2.08200 1.76300 -0.78296
Br -5.05485 -1.97797 7.34933
Br 0.94751 3.48458 -10.83288
H -2.28671 2.79052 5.21182
O 3.77784 4.03562 0.90144
H -0.76197 -3.60173 0.23970
Br -7.45813 -2.09147 3.15950
C -5.38903 -0.09106 7.54944
F 0.62473 -4.47912 4.12905
C -2.58491 1.37944 3.11822
H 1.29250 5.65011 -9.70229
Br 9.78759 -7.79209 1.35341
H 1.47644 -0.43558 -1.73646
O 3.36493 1.83404 1.29111
Br -5.46041 0.40131 3.32109
C -0.76541 3.24249 -6.40652
H -3.75173 0.81354 -11.54040
H -0.51948 -4.28846 1.82885
C -4.84032 5.36660 -2.42908
Br 8.97370 7.51454 2.82931
H 1.90875 -3.04527 2.30227
C -3.90507 1.12269 -1.64542
C -7.29102 -0.16771 3.17779
Br 6.71081 -6.26499 -0.20560
Br -0.52907 3.02855 -4.50947
Br -4.24204 -4.05552 2.26758
Br -7.25489 0.33617 7.27460
Br 5.33575 -3.35065 -4.24636
Br -1.30878 0.44241 -11.45270
H -5.15107 0.16948 8.57092
H -2.29098 0.02066 -0.78588
Br -3.82840 -5.73495 -0.40719
C 2.87616 1.02904 -0.95204
Br 5.99873 6.75861 3.70205
C 4.87904 3.04053 2.77674
O 0.42576 -2.49744 5.06210
C -3.28149 0.34900 -0.44921
C 7.87066 6.35135 3.90133
C 1.31327 5.37018 -10.74681
Br -3.47763 0.38977 -9.12087
Br 6.57718 -1.90716 -1.67926
H 4.32247 0.22457 0.47371
Br 0.30995 4.69026 -7.09847
C 8.60600 -8.24546 2.80778
H -2.16553 0.91814 4.01264
H -3.67575 -1.76763 0.06246
```


No. 4
# C32H44BF2N6O2PtSSi

A molecular structure, C32H44BF2N6O2PtSSi in a non-equilibrium geometry (the ωB97M-V functional and the def2-TZVPD basis, the OMol25 dataset).

Properties
**HOMO-LUMO gap (spin up / spin down)**: 3.9 / 3.9 eV
**Total charge**: +1
**LUMO energy (spin up / spin down)**: -5.7906 / -5.7915 eV

XYZ file:
```
90
C32H44BF2N6O2PtSSi, DFT the ωB97M-V functional and the def2-TZVPD basis
C 0.20334 -3.50866 0.21387
H 2.02554 3.50384 2.46537
C 1.88564 5.45124 1.40027
H -4.15436 2.51454 -1.28073
H 1.34744 4.56634 -4.28613
H -1.40226 -0.59586 4.55777
C 1.76834 4.07754 1.59917
C -1.82046 -0.22526 3.62567
C -0.43516 -4.74276 0.15047
C 1.49934 3.60504 -3.84123
C 3.11844 -3.08576 -1.51343
H -0.87206 -5.08936 -0.77413
H -4.86566 1.14154 2.71597
H -0.05816 5.23034 -2.20153
H 0.78204 -0.07936 4.43097
F 2.97984 -0.32636 1.16697
C 2.01634 1.53554 -3.33753
H 1.52994 1.35344 3.71237
N 1.05774 3.32444 -2.60653
H -3.12796 0.19564 -3.68963
H -0.03046 -5.76096 3.34357
C -2.75186 -0.80216 -3.51643
H 1.55664 -5.32236 -1.42243
C 2.80504 0.97514 0.82807
B 0.22684 4.21684 -1.66733
H -2.39936 0.84364 -0.02973
C -2.21376 1.77614 -0.52333
F 3.72754 1.23604 -0.14583
H 0.98024 -2.93436 -4.23513
H 3.25324 -2.01726 -1.37873
H 0.19464 3.89194 6.00187
C 1.59144 -4.86306 -2.40673
H -1.79106 -1.01696 2.87867
H 3.07204 -3.55236 -0.53333
N 0.98024 4.47704 -0.36033
C -3.85866 0.77724 2.53627
H -1.02386 -6.50006 1.21177
H 3.99794 -3.47396 -2.03193
C -0.52906 -5.54256 1.27647
C 1.89764 -3.39436 -2.33323
C -1.13646 -2.26646 -2.46303
C 0.62754 -3.87856 2.55527
C -2.30306 3.65564 -1.65313
C 0.47984 3.29904 5.13727
C -3.09726 2.63054 -1.17553
H -4.23936 -1.75286 -4.73123
H -3.21226 1.11484 4.55927
Si 0.35684 -2.34556 -1.28953
H 2.73664 -3.09786 -4.26563
H -0.12386 3.61554 4.28877
C 1.89214 -2.72566 -3.68023
N -1.03676 3.41134 -1.29853
H 0.66134 -5.06326 -2.93273
O -0.12306 0.39654 1.72727
H 0.92124 1.51964 6.25227
C -3.23106 0.29654 3.83697
H 2.00494 -1.65016 -3.58373
H -3.91026 -0.03636 1.81457
H 2.29084 6.18074 2.07067
H -3.27236 1.58994 2.11047
C -1.63986 -0.99116 -2.71823
C 2.12324 2.48284 -4.35263
H 3.07004 1.58694 1.70217
H 1.25704 6.56554 -0.42163
H -2.56126 4.52544 -2.22123
O 0.94664 -0.94086 -1.03083
C 0.28514 1.81304 5.41577
H 1.03794 -3.53626 3.49337
H 2.36114 0.52244 -3.30503
C -3.38016 -1.89316 -4.09393
H -1.14696 -0.13836 -2.27523
C 0.63294 0.97274 4.19727
H -0.75046 1.62744 5.70877
H -3.38306 -4.02446 -4.29553
C 1.37004 5.65894 0.13727
C 0.01774 -5.12006 2.47657
C 0.72854 -3.08026 1.42827
H 1.52534 3.51664 4.92537
H 1.20824 -2.11656 1.48767
H 2.38924 -5.35516 -2.96953
C -2.89526 -3.16786 -3.85333
N 1.37154 2.06344 -2.30803
H -3.83106 -0.51126 4.26257
S -0.70176 1.08504 2.92387
C -1.78446 -3.34886 -3.04803
H -1.42936 -4.35526 -2.88143
H 2.58104 2.36504 -5.31373
N 1.22324 3.51344 0.52967
Pt 0.91274 1.25274 -0.27273
N -0.98726 2.27414 -0.60733
```